42
Properties=species:S:1:pos:R:3:lowdin_charge:R:1 method="wB97M-V/def2-TZVPD" e_homo_ev=-12.5 gap_ev=9.5595 lumo_energy_ev=-2.92 e_above_lowest_kcal_mol=1.76 charge=+1
F -3.1839 3.0258 -2.1158 0.0615
C -2.8988 1.6923 -1.9221 -0.2062
C -3.9233 0.7676 -2.0892 0.0943
C -3.5961 -0.5536 -1.8019 -0.2109
F -4.6043 -1.4907 -1.8532 0.0607
C -2.3406 -0.9559 -1.3669 0.0382
C -1.3654 0.0231 -1.1299 -0.1769
C -0.0870 -0.3820 -0.4031 -0.1943
C 1.1714 0.0783 -1.1037 -0.1650
C 1.9912 -0.8709 -1.7043 0.0276
C 3.2266 -0.4815 -2.2003 -0.2088
F 4.1341 -1.4616 -2.5353 0.0607
C 3.6244 0.8549 -2.2413 0.0936
C 2.7173 1.7882 -1.7515 -0.2076
F 3.0151 3.1274 -1.8653 0.0578
C 1.5148 1.4388 -1.1250 0.0352
C -1.6226 1.3583 -1.4658 0.0411
H -4.9191 1.0660 -2.4078 0.1472
H -2.1370 -2.0025 -1.1407 0.1390
H -0.0955 -1.4683 -0.3002 0.1596
H 1.6823 -1.9152 -1.7067 0.1396
H 4.5858 1.1478 -2.6567 0.1455
H 0.8945 2.2189 -0.6823 0.1170
H -0.8868 2.1453 -1.3373 0.1131
O 2.4761 -1.6375 0.7560 -0.0545
C 1.6689 -1.6356 1.9087 -0.1990
C 0.9078 -0.3194 2.0673 -0.1424
C 0.0335 -0.4156 3.3200 -0.1206
C -1.3363 0.1840 3.0305 -0.1267
C -1.4968 0.1090 1.5280 -0.0880
N -0.1262 0.1311 0.9465 0.0088
H 3.0438 -2.4253 0.7638 0.1267
H 0.9747 -2.4963 1.9196 0.1394
H 2.3516 -1.6927 2.7780 0.1519
H 1.6373 0.5086 2.1000 0.1705
H -0.0835 -1.4887 3.5348 0.1248
H 0.5459 0.0155 4.1887 0.1377
H -2.1351 -0.3971 3.4875 0.1274
H -1.4421 1.2005 3.4115 0.1252
H -1.9556 -0.8471 1.2227 0.1493
H -2.0675 0.9361 1.0992 0.1449
H 0.1062 1.1198 0.8437 0.1627

=====

103
Properties=species:S:1:pos:R:3:lowdin_charge:R:1 method="wB97M-V/def2-TZVPD" e_homo_ev="-14.9 / -14.9" gap_ev="5.7090 / 4.4748" lumo_energy_ev="-9.21 / -10.45" charge=+2 spin_multiplicity=4
V -2.0294 0.4412 -1.1057 1.3059
As -2.2843 0.2671 4.5507 0.9059
F -2.1159 -0.6375 6.0932 -0.2589
F -3.2787 1.5511 5.2839 -0.2607
F -2.5828 1.1713 3.0208 -0.2891
F -1.3128 -0.9719 3.7266 -0.2821
F -3.7768 -0.6334 4.1712 -0.2782
F -0.7568 1.1322 4.9499 -0.2718
C 1.4090 -1.3819 0.8530 -0.0347
C 0.9568 -1.4200 -0.5129 -0.3991
C 0.8347 -2.8487 -1.1184 -0.0080
O -0.1631 -0.5348 -0.8139 -0.0500
H 0.5216 -1.4971 1.4755 0.1010
H 2.0406 -0.5886 1.2529 0.0787
H 1.9509 -2.3080 1.0449 0.1192
H 1.8752 -1.0535 -0.9717 0.1798
H 0.7339 -3.0101 -2.1917 0.0821
H -0.0541 -3.3274 -0.7072 0.0819
H 1.5779 -3.5929 -0.8321 0.0793
C 3.4557 -5.8490 -2.3235 -0.0939
C 4.5515 -4.8940 -2.8592 -0.2090
C 4.0045 -3.4076 -2.6640 -0.1931
C 4.7774 -2.2393 -3.1145 -0.2435
N 5.3252 -1.3423 -3.5152 0.1572
H 2.6425 -5.8231 -3.0489 0.0734
H 3.0582 -5.4788 -1.3785 0.0574
H 3.9314 -6.8280 -2.2658 0.0839
H 4.8676 -5.2042 -3.8552 0.1144
H 5.5134 -4.8358 -2.3498 0.1083
H 3.9728 -3.0822 -1.6242 0.1038
H 3.0501 -3.3759 -3.1897 0.0986
C 5.6942 1.4745 -0.9649 -0.0713
C 4.2612 1.9880 -1.2162 -0.2653
C 3.9924 2.5828 -2.5856 -0.1921
C 2.6917 3.2964 -2.7499 -0.1929
N 1.6646 3.8482 -2.8607 0.1273
H 5.9361 0.8370 -1.8153 0.0547
H 5.7611 0.8375 -0.0829 0.0723
H 6.3240 2.3632 -0.9227 0.0868
H 4.0091 2.8716 -0.6299 0.1074
H 3.5300 1.2217 -0.9587 0.0814
H 3.9093 1.9193 -3.4464 0.1142
H 4.7860 3.2515 -2.9189 0.1345
C 4.6048 -0.1886 4.5842 -0.0581
C 2.9947 -0.2769 4.4748 -0.2265
C 2.4819 0.8293 3.6464 -0.2646
C 2.7066 2.2230 4.0720 -0.2031
N 2.9473 3.3153 4.3806 0.1588
H 4.9420 0.6880 5.1373 0.0714
H 5.0639 0.1355 3.6502 0.0566
H 5.0313 -1.1116 4.9767 0.0694
H 2.5354 -0.1752 5.4581 0.1172
H 2.5452 -1.2306 4.1978 0.1032
H 1.3988 0.7102 3.6170 0.0865
H 2.8581 0.6941 2.6324 0.0876
C -5.7599 2.7372 2.5596 -0.1224
O -5.1099 2.1183 1.5458 -0.2206
C -5.5793 0.7664 1.2686 -0.1320
C -4.6606 0.3244 0.1794 -0.1769
N -3.2389 0.1760 0.5725 -0.0565
C -2.8692 -1.2335 1.0745 -0.1105
C -3.1845 -2.3869 0.1298 -0.1939
O -2.7083 -1.9450 -1.1081 -0.2792
C -2.9459 -2.9405 -2.1732 0.0150
H -6.8120 2.9285 2.3480 0.1059
H -5.2849 3.6805 2.8290 0.1039
H -5.6016 2.2620 3.5277 0.1009
H -6.5895 0.7730 0.8593 0.1441
H -5.6380 0.1762 2.1831 0.1427
H -4.7925 1.0579 -0.6159 0.1086
H -5.0931 -0.4851 -0.4086 0.1345
H -3.3031 0.7548 1.3977 0.0807
H -3.3247 -1.5740 2.0043 0.1297
H -1.8407 -1.2726 1.4333 0.1023
H -4.2598 -2.5654 0.1201 0.1358
H -2.7218 -3.3531 0.3307 0.1519
H -2.2992 -3.8051 -2.0238 0.1031
H -2.9198 -2.4001 -3.1194 0.0951
H -3.9035 -3.3808 -1.8949 0.1034
C 0.1385 2.0838 0.9038 -0.0221
O -1.0537 2.0560 0.1617 -0.2700
C -1.8417 3.1703 0.3727 -0.1751
C -3.0581 3.2964 -0.5423 -0.0720
N -2.9087 2.3081 -1.6846 -0.0974
C -1.8445 2.7651 -2.5739 -0.1804
C -1.3984 1.8157 -3.6507 -0.1401
O -1.4303 0.4956 -3.1292 -0.2916
C -0.9416 -0.4714 -4.0109 -0.0464
H 0.7669 2.9350 0.6418 0.1235
H 0.7747 1.2207 0.7078 0.0731
H -0.0557 2.0452 1.9757 0.1124
H -1.2291 4.0713 0.4058 0.1541
H -2.1978 3.0583 1.3968 0.1357
H -3.1524 4.3112 -0.9288 0.1490
H -4.0362 3.0732 -0.1161 0.1091
H -3.6979 2.5597 -2.2625 0.1538
H -0.9734 2.9715 -1.9521 0.1145
H -1.9903 3.6940 -3.1252 0.1661
H -0.4099 2.1611 -3.9534 0.1393
H -2.0525 1.7493 -4.5201 0.1520
H -1.6381 -0.6503 -4.8301 0.1222
H -0.7235 -1.4245 -3.5292 0.0871
H 0.0290 -0.2093 -4.4320 0.1232

=====

15
Properties=species:S:1:pos:R:3:lowdin_charge:R:1 method="wB97M-V/def2-TZVPD" e_homo_ev=0.1 gap_ev=6.1314 lumo_energy_ev=6.20 e_above_lowest_kcal_mol=31.51 charge=-2
C -0.4347 -0.0843 -0.1710 -0.1640
C 2.1804 2.5207 -0.0503 -0.8137
C -1.0692 -1.2333 0.5768 -0.4249
O -1.5811 -2.8344 -1.7917 -0.4134
O -2.9284 -3.3330 0.4607 -0.4524
O -0.3977 -2.5668 0.6145 -0.2891
P -1.8440 -2.6075 -0.3270 0.3660
S 1.1220 2.7802 1.2982 0.0437
H -0.4797 0.9861 0.2654 0.0024
H 0.6308 -0.2348 -0.3502 0.0456
H -0.9511 0.1487 -1.1705 0.0751
H 2.0376 1.4786 -0.5363 0.0119
H 3.0881 2.7174 0.4186 -0.0776
H 1.9961 3.2029 -0.8774 -0.0244
H -1.3690 -0.9403 1.6402 0.1148

=====

12
Properties=species:S:1:pos:R:3:lowdin_charge:R:1 method="wB97M-V/def2-TZVPD" e_homo_ev=-13.7 gap_ev=9.1537 lumo_energy_ev=-4.57 e_above_lowest_kcal_mol=67.28 charge=+1
C -0.3508 -0.2505 -1.2946 -0.0218
C -0.3514 1.0784 -1.1168 -0.2401
C 0.1077 0.0163 1.1071 -0.0634
N -0.2290 -0.9688 0.0278 0.1187
O -0.1069 1.6240 0.0156 -0.0004
O 1.3969 -0.1339 1.3571 0.1575
H -0.4046 -1.0093 -2.0216 0.1074
H -0.5426 1.8190 -2.0312 0.1966
H -0.7000 0.4580 1.8012 0.2166
H -1.0263 -1.4173 0.3449 0.1464
H 0.4715 -1.7485 -0.1461 0.2247
H 1.7354 0.5325 1.9565 0.1577

=====

34
Properties=species:S:1:pos:R:3:lowdin_charge:R:1 method="wB97M-V/def2-TZVPD" e_homo_ev=-8.5 gap_ev=6.2870 lumo_energy_ev=-2.26 e_above_lowest_kcal_mol=0.00
O -2.5533 2.8438 -2.0597 -0.3350
V -3.2952 1.5390 -2.5196 0.7636
O -4.0130 0.8376 -1.3194 -0.3305
Cl -2.3065 0.2660 -4.3027 -0.0669
C 1.8498 1.3891 -0.1200 -0.0317
C 0.9576 0.2997 -0.7363 -0.5135
C 1.7491 -1.0163 -0.7077 -0.1286
C 1.6619 -1.6896 0.6585 -0.1762
C 0.1992 -1.8471 1.0819 -0.1473
C -0.5440 -0.5278 1.2017 -0.5276
N -0.3489 0.1621 -0.0776 -0.0791
O -1.0600 1.3871 -0.1031 -0.0446
C -2.0269 -0.8867 1.3075 -0.0372
C -0.1171 0.2569 2.4448 -0.0215
C 0.7148 0.6349 -2.2112 -0.0452
H 2.2019 1.1327 0.8834 0.0694
H 2.7586 1.5405 -0.7040 0.0879
H 1.3927 2.3739 0.0234 0.0816
H 1.3187 -1.6947 -1.4448 0.1237
H 2.7975 -0.7810 -0.8956 0.1207
H 2.1313 -2.6754 0.6256 0.1126
H 2.1658 -1.1438 1.4591 0.1026
H 0.3454 -2.3176 2.0674 0.1222
H -0.3635 -2.6381 0.5842 0.1205
H -2.3072 -1.4579 0.4214 0.0860
H -2.6712 -0.0050 1.2996 0.0757
H -2.2389 -1.4360 2.2250 0.0882
H 0.9652 0.4097 2.4091 0.0618
H -0.2100 -0.2892 3.3860 0.0889
H -0.6552 1.2003 2.5240 0.0848
H 0.1452 -0.1748 -2.6667 0.0552
H 0.1348 1.5411 -2.3834 0.0660
H 1.6955 0.7391 -2.6782 0.0895
H -0.4740 2.0277 0.3272 0.0839

=====

16
Properties=species:S:1:pos:R:3:lowdin_charge:R:1 method="wB97M-V/def2-TZVPD" e_homo_ev=-9.6 gap_ev=10.6586 lumo_energy_ev=1.08 e_above_lowest_kcal_mol=32.61
C 0.7940 -1.5081 0.3960 -0.0655
C 0.8004 0.0041 0.2696 -0.2926
C 0.8531 0.3541 -1.1977 -0.1936
O 0.0286 1.5117 -1.0170 -0.0827
C -0.3565 1.0471 0.3048 -0.3238
C -1.7935 0.5674 0.3997 -0.0409
H 1.0912 -1.9206 1.3605 0.0709
H 1.5591 -1.8194 -0.3305 0.0822
H -0.1556 -1.9501 0.0750 0.0781
H 1.6568 0.4338 0.7997 0.1392
H 0.3393 -0.3902 -1.8222 0.1221
H 1.8696 0.4666 -1.5875 0.1228
H -0.1959 1.8570 1.0288 0.1379
H -2.4958 1.3886 0.2145 0.0811
H -1.9792 0.1964 1.4147 0.0846
H -2.0156 -0.2384 -0.3084 0.0801

=====

DFT total energy per entry: -1225.900175; -5491.793197; -1083.790188; -322.771653; -2038.948784; -271.700656 Ha